(i)
Below is a cluster of 8 separate species, C30H83N7O8 in total, with properties calculated with ωB97M-V/def2-TZVPD.

CARTESIAN COORDINATES (ANGSTROEM)
C: -4.7278 -4.5634 10.1381
C: -5.2840 -5.8782 9.6483
C: -4.5311 -6.3620 8.4246
O: -4.9606 -5.3920 7.3668
C: -4.3635 -5.7479 6.0928
N: -4.8796 -6.8583 10.6934
H: -3.6610 -4.6353 10.3503
H: -5.2175 -4.3482 11.0878
H: -4.9946 -3.7535 9.4592
H: -6.3626 -5.7832 9.5235
H: -4.8560 -7.3733 8.1801
H: -3.4491 -6.3016 8.5420
H: -4.7656 -6.6768 5.6883
H: -3.3083 -6.0172 6.1387
H: -4.4942 -4.9601 5.3509
H: -5.3864 -7.7317 10.7152
H: -5.3231 -6.4130 11.4840
C: 6.3026 3.3446 5.7672
C: 7.4579 2.5412 6.3584
C: 7.7602 1.2644 5.4594
O: 7.8373 1.6763 4.0752
C: 8.1467 0.6033 3.2214
N: 8.5797 3.4672 6.3139
H: 6.5053 3.6377 4.7371
H: 6.2557 4.2521 6.3691
H: 5.3642 2.7921 5.8145
H: 7.2693 2.2886 7.4018
H: 6.9068 0.6026 5.6071
H: 8.6441 0.7152 5.7835
H: 9.1940 0.3139 3.3080
H: 8.1505 0.8551 2.1609
H: 7.4444 -0.2269 3.2974
H: 9.3705 2.9721 6.7007
H: 8.8364 3.7199 5.3703
C: 1.7309 2.1559 -7.4545
C: 0.4354 2.1633 -8.2729
C: 0.4951 2.9239 -9.6445
O: -0.2517 4.0874 -9.6251
C: -1.5977 3.8373 -9.6604
N: 0.1664 0.8421 -8.4582
H: 2.5981 1.6408 -7.8676
H: 1.5683 1.8381 -6.4247
H: 1.8180 3.2423 -7.4403
H: -0.3777 2.5218 -7.6418
H: 0.4098 2.3726 -10.5809
H: 1.4671 3.4168 -9.6664
H: -1.7381 3.3665 -10.6334
H: -2.0512 4.8124 -9.4826
H: -1.9547 3.1551 -8.8888
H: -0.3611 0.4664 -7.6831
H: -0.4064 0.6974 -9.2774
C: -0.6407 9.0380 -5.6855
C: -1.7024 9.4333 -4.7069
C: -2.7278 8.2969 -4.4416
O: -3.6333 8.7524 -3.4156
C: -4.6566 7.8056 -3.0678
N: -1.0413 9.8538 -3.4962
H: -1.0692 8.4533 -6.4995
H: 0.1863 8.4971 -5.2254
H: -0.2661 9.9992 -6.0374
H: -2.3635 10.1822 -5.1431
H: -2.2040 7.3832 -4.1607
H: -3.4072 8.0013 -5.2410
H: -5.1331 8.1952 -2.1683
H: -4.1616 6.8873 -2.7519
H: -5.4403 7.7437 -3.8229
H: -0.6786 10.7870 -3.6297
H: -1.8284 10.0274 -2.8876
C: 8.2151 -9.5712 1.2862
C: 8.0908 -8.7734 2.6019
C: 6.8398 -7.8474 2.6540
O: 6.9622 -6.8538 1.6440
C: 5.6977 -6.2012 1.3075
N: 8.2488 -9.6576 3.7359
H: 7.2235 -10.0187 1.2180
H: 9.0347 -10.2597 1.0805
H: 8.3489 -8.8453 0.4841
H: 8.9759 -8.1373 2.5892
H: 6.7962 -7.4004 3.6471
H: 5.9068 -8.4002 2.5443
H: 5.4419 -5.5653 2.1551
H: 4.8333 -6.8133 1.0499
H: 5.6583 -5.5530 0.4321
H: 9.2494 -9.6656 3.8730
H: 7.7983 -9.3698 4.5928
C: 1.2150 -0.3800 0.7882
C: -0.2368 -0.7936 0.3924
C: -0.6166 -0.3679 -1.0293
O: -0.4831 1.0761 -1.2150
C: -1.3621 1.8915 -0.4646
N: -0.2172 -2.2619 0.4590
H: 1.3109 0.6480 0.4388
H: 2.0938 -0.8507 0.3475
H: 1.3292 -0.1812 1.8538
H: -0.9886 -0.3749 1.0614
H: -1.6391 -0.6232 -1.3074
H: 0.1028 -0.8876 -1.6621
H: -2.3947 1.5429 -0.4790
H: -1.2541 2.9104 -0.8365
H: -0.9018 1.8650 0.5230
H: -0.0484 -2.6062 1.3934
H: -1.1461 -2.6068 0.2633
C: -6.7378 1.0663 -5.8336
C: -7.7415 0.7636 -6.9999
C: -8.4189 2.0409 -7.5899
O: -8.9166 2.8972 -6.5726
C: -9.2346 4.2613 -6.9992
N: -7.0629 0.0670 -8.0585
H: -6.1394 0.1592 -5.7484
H: -7.2873 1.1298 -4.8944
H: -6.1509 1.9517 -6.0779
H: -8.5283 0.0870 -6.6665
H: -9.2010 1.6572 -8.2450
H: -7.7218 2.5665 -8.2426
H: -8.3248 4.8572 -6.9262
H: -9.9218 4.7265 -6.2924
H: -9.7419 4.5118 -7.9308
H: -6.9106 -0.8742 -7.7252
H: -7.6655 -0.0746 -8.8566
C: 0.0260 -1.8226 6.8335
C: 0.9600 -2.6764 7.6879
O: 1.6943 -1.7191 8.3714
H: 0.7549 -1.2204 6.2911
H: -0.5145 -1.0667 7.4032
H: -0.5799 -2.3240 6.0788
H: 1.6509 -3.2456 7.0660
H: 0.5300 -3.4393 8.3369
H: 2.4558 -2.2473 8.6222

## Properties
multiplicity = 1
net charge = 0
highest occupied orbital energy = -8.81 eV
LUMO = 0.0126 Ha

=====

(ii)
Below is a cluster of 8 separate species, C30H83N7O8 in total, with properties calculated with ωB97M-V/def2-TZVPD.

CARTESIAN COORDINATES (ANGSTROEM)
C: -0.8487 22.9319 0.9720
C: -1.2950 24.3587 0.6202
O: -0.2276 25.1588 0.1921
H: -0.4904 22.2731 0.1810
H: -1.5952 22.3355 1.4967
H: 0.0377 23.0444 1.5962
H: -1.6854 24.8862 1.4905
H: -2.1273 24.4471 -0.0780
H: -0.4267 26.0784 0.3823
C: -5.1446 23.6497 -1.1778
C: -6.6523 23.7100 -1.2800
C: -7.1122 22.9147 -2.4863
O: -6.3386 23.2806 -3.6509
C: -6.7257 24.5934 -4.0230
N: -7.1575 23.2180 0.0002
H: -4.6452 24.2325 -1.9519
H: -4.7055 22.6615 -1.3149
H: -4.7118 24.0627 -0.2666
H: -6.8483 24.7765 -1.3901
H: -8.1953 22.8386 -2.5827
H: -6.9624 21.8692 -2.2167
H: -6.2758 24.7523 -5.0030
H: -6.3422 25.3680 -3.3590
H: -7.7822 24.6387 -4.2873
H: -8.0822 22.8118 0.0008
H: -6.5404 22.4224 0.0797
C: 1.1521 28.1705 0.9831
C: -0.1136 28.7193 0.2377
C: 0.1370 28.8861 -1.2780
O: 1.1906 29.7914 -1.5783
C: 1.2606 30.1158 -2.9725
N: -1.1639 27.7759 0.5178
H: 1.9634 28.8860 0.8490
H: 1.5361 27.2479 0.5476
H: 0.9750 28.0834 2.0551
H: -0.4093 29.6678 0.6862
H: -0.7777 29.3327 -1.6679
H: 0.1861 27.9448 -1.8253
H: 1.6088 29.2579 -3.5476
H: 1.9090 30.9614 -3.2020
H: 0.3386 30.4299 -3.4618
H: -2.0469 28.0459 0.1087
H: -1.4066 27.8544 1.4951
C: -0.2410 20.6584 3.6645
C: -0.3858 19.2206 3.1931
C: 0.9336 18.6629 2.5099
O: 0.7603 17.2492 2.1978
C: 1.9195 16.6100 1.7105
N: -0.6914 18.3454 4.3010
H: 0.0603 21.4309 2.9569
H: 0.3679 20.7716 4.5615
H: -1.2142 20.9876 4.0287
H: -1.0990 19.1478 2.3721
H: 1.7638 18.7735 3.2076
H: 1.0797 19.2983 1.6364
H: 2.3770 17.1951 0.9127
H: 1.5847 15.6398 1.3435
H: 2.6662 16.5351 2.5009
H: -0.4426 17.4339 3.9442
H: -0.0822 18.4634 5.0980
C: 0.0287 24.2673 6.3016
C: -0.3235 25.6312 5.7103
C: 0.8093 26.1818 4.8313
O: 1.8984 26.3630 5.7294
C: 3.0256 26.9247 5.1317
N: -1.5631 25.4469 4.9246
H: 0.9940 24.3364 6.8029
H: 0.0240 23.4494 5.5811
H: -0.6405 23.8912 7.0755
H: -0.4544 26.3456 6.5231
H: 0.5229 27.1345 4.3857
H: 0.9926 25.5765 3.9435
H: 3.6848 27.3764 5.8730
H: 2.7725 27.6301 4.3402
H: 3.6269 26.1111 4.7259
H: -1.9489 26.3064 4.5605
H: -1.2738 24.9396 4.1005
C: -1.9095 21.6706 -4.6992
C: -3.1767 22.4673 -4.3044
C: -2.9377 23.9887 -4.3653
O: -2.0564 24.3417 -3.3191
C: -1.9586 25.7360 -3.0849
N: -4.2767 22.1480 -5.2192
H: -1.5589 22.1040 -5.6358
H: -2.0278 20.5907 -4.7878
H: -1.0921 21.8918 -4.0128
H: -3.5530 22.0952 -3.3515
H: -3.8740 24.5387 -4.2713
H: -2.4055 24.3849 -5.2301
H: -1.6459 26.2568 -3.9899
H: -1.2301 25.8945 -2.2897
H: -2.8913 26.1895 -2.7493
H: -5.0896 22.4786 -4.7192
H: -4.3552 21.1411 -5.2356
C: -3.5683 20.1709 0.2909
C: -4.8481 20.4280 1.1344
C: -4.7766 21.6541 2.0627
O: -3.7475 21.5486 3.0243
C: -3.4461 22.8064 3.7097
N: -5.9595 20.5262 0.2163
H: -3.3057 21.0387 -0.3141
H: -3.5991 19.2583 -0.3044
H: -2.7499 20.1185 1.0090
H: -4.9694 19.4858 1.6687
H: -5.6700 21.9429 2.6164
H: -4.4332 22.4681 1.4244
H: -4.1718 23.1549 4.4446
H: -3.4106 23.6731 3.0496
H: -2.4977 22.8789 4.2422
H: -5.7205 19.9436 -0.5733
H: -6.7249 19.9866 0.5946
C: 2.7264 25.3132 -2.6712
C: 1.3636 24.9328 -3.1809
C: 1.3607 24.1582 -4.5753
O: 1.7734 24.9833 -5.6798
C: 0.7984 25.9062 -6.1579
N: 0.7746 24.0813 -2.1539
H: 3.3324 24.4125 -2.5730
H: 2.6320 25.7847 -1.6930
H: 3.1675 26.0558 -3.3362
H: 0.8444 25.8796 -3.3299
H: 0.3520 23.8646 -4.8657
H: 1.9049 23.2187 -4.4781
H: 1.2231 26.5523 -6.9262
H: 0.6265 26.6972 -5.4278
H: -0.1122 25.4206 -6.5086
H: -0.1709 23.8662 -2.4363
H: 0.5566 24.6895 -1.3775

## Properties
multiplicity = 1
net charge = 0
highest occupied orbital energy = -8.72 eV
LUMO = 0.0096 Ha

=====

The least stable of them is (i).

=====

(i)
Below is a cluster of 3 separate species, C4H14N3O in total, with properties calculated with ωB97M-V/def2-TZVPD.

CARTESIAN COORDINATES (ANGSTROEM)
C: 0.6880 0.9670 0.6153
C: 2.8424 -0.3023 0.1517
C: -0.5343 -0.3230 -1.4695
C: -1.4278 -2.2352 0.8605
N: -2.2959 2.0455 -0.0593
N: 0.6524 -0.6325 -1.0211
N: 1.4222 -0.0887 -0.0120
O: -1.9638 -1.3693 0.2256
H: -0.2818 0.6135 1.1615
H: 1.3863 1.3516 1.4222
H: 0.4355 1.7271 -0.2654
H: 3.3498 0.5244 -0.2148
H: 3.1705 -0.6462 1.0968
H: 3.0911 -1.1123 -0.4132
H: -0.9843 -0.8297 -2.2597
H: -1.3687 0.4326 -1.0356
H: -0.4616 -2.8408 0.6820
H: -1.7969 -2.6814 1.8694
H: -2.9368 1.6744 0.6051
H: -2.5821 2.7853 -0.6587
H: -1.4170 2.2716 0.3786
H: 1.0127 -1.3316 -1.6594

## Properties
multiplicity = 1
net charge = +1
highest occupied orbital energy = -13.13 eV
LUMO = -0.1244 Ha

=====

(ii)
Below is a cluster of 3 separate species, C4H14N3O in total, with properties calculated with ωB97M-V/def2-TZVPD.

CARTESIAN COORDINATES (ANGSTROEM)
C: -1.0834 -0.9597 1.5799
C: 0.3374 -1.3568 1.1540
C: 0.8103 -0.5906 -0.0576
C: 1.8644 0.3307 0.0541
N: 2.2901 1.2301 -1.0931
N: 0.0594 -0.7447 -1.2134
N: -1.9492 -1.4882 0.5237
H: -1.3664 -1.2213 2.6344
H: -1.2194 0.1011 1.4660
H: 1.1105 -1.3024 1.9336
H: 0.2707 -2.4090 0.7997
H: 2.4592 0.3937 0.9487
H: -0.7541 1.0943 -1.2426
H: 3.2807 1.3455 -1.0762
H: 1.9216 2.1702 -0.7444
H: 0.7036 -0.2494 -1.8898
H: -5.8772 3.5266 1.3570
H: -2.3854 -2.3608 0.6899
H: -1.3719 -1.5135 -0.3177
H: -1.1059 2.6089 -1.5890
H: -5.3005 3.6651 0.8793
O: -0.5924 2.0786 -0.9690

## Properties
multiplicity = 1
net charge = +1
highest occupied orbital energy = -12.69 eV
LUMO = -0.3130 Ha

=====

The least stable of them is (ii).

=====

(i)
Below is a cluster of 2 separate species, CH3F3Si in total, with properties calculated with ωB97M-V/def2-TZVPD.

CARTESIAN COORDINATES (ANGSTROEM)
C: -3.1715 0.7514 -0.4141
F: -2.8421 0.3203 -1.5980
F: -2.7689 -0.1453 0.4560
F: -2.6835 1.9711 -0.2358
Si: 1.2043 -0.4285 0.5817
H: 2.1400 -1.4600 1.1506
H: -4.3058 0.9286 -0.4031
H: 1.4993 -0.3646 -0.8258

## Properties
multiplicity = 1
net charge = 0
highest occupied orbital energy = -8.37 eV
LUMO = -0.0370 Ha

=====

(ii)
Below is a cluster of 2 separate species, CH3F3Si in total, with properties calculated with ωB97M-V/def2-TZVPD.

CARTESIAN COORDINATES (ANGSTROEM)
C: -1.4981 0.0705 0.0643
F: -1.7861 -1.1324 -0.5081
F: -1.9932 1.0401 -0.7233
F: -2.1408 0.1770 1.2631
Si: 1.7030 0.0047 0.0218
H: 2.0766 1.1651 0.7995
H: 1.9582 -1.5072 0.4237
H: 1.6804 0.1823 -1.3409

## Properties
multiplicity = 1
net charge = 0
highest occupied orbital energy (alpha / beta) = -9.51 / -8.29 eV
LUMO (alpha / beta) = -0.0422 / -0.0433 Ha

=====

The least stable of them is (ii).

=====

(i)
Below is the ion C5H9N with charge +1, with properties calculated with ωB97M-V/def2-TZVPD.

CARTESIAN COORDINATES (ANGSTROEM)
C: 0.5163 2.4149 0.8728
N: 0.2756 1.0186 1.2322
C: 0.0453 0.1338 0.2099
C: -0.1791 -1.2157 0.4103
C: -0.3881 -2.1471 -0.6228
C: -0.1449 -1.8481 -1.9472
H: 1.4229 2.8015 1.3224
H: 0.5214 2.4520 -0.2164
H: -0.2696 3.1149 1.1827
H: -0.3444 0.7917 2.0063
H: -0.5004 0.6688 -0.5737
H: -0.1666 -1.5770 1.4427
H: -0.6939 -3.1730 -0.4415
H: -0.3641 -2.5652 -2.7252
H: 0.2697 -0.8702 -2.1523

## Properties
multiplicity = 2
net charge = +1
highest occupied orbital energy (alpha / beta) = -13.78 / -15.01 eV
LUMO (alpha / beta) = -0.1848 / -0.2588 Ha

=====

(ii)
Below is the ion C5H9N with charge +1, with properties calculated with ωB97M-V/def2-TZVPD.

CARTESIAN COORDINATES (ANGSTROEM)
C: 0.1349 0.2420 -2.2745
N: 0.3601 -0.3896 -1.0095
C: -0.1417 -0.0245 0.2259
C: -1.4670 0.3949 0.3212
C: 0.3749 -0.2002 2.6243
C: 0.8521 -0.2378 1.3671
H: 0.8628 -0.0704 -3.0065
H: 0.2496 1.3210 -2.3353
H: -0.8266 -0.1217 -2.7078
H: 1.1043 -1.0879 -1.0210
H: -1.9065 0.3200 -0.6598
H: -1.9184 0.3079 1.2849
H: 1.1212 -0.3663 3.4049
H: -0.6582 0.0586 2.8326
H: 1.8584 -0.1459 0.9534

## Properties
multiplicity = 2
net charge = +1
highest occupied orbital energy (alpha / beta) = -14.59 / -14.62 eV
LUMO (alpha / beta) = -0.1677 / -0.2642 Ha

=====

(iii)
Below is the ion C5H9N with charge +1, with properties calculated with ωB97M-V/def2-TZVPD.

CARTESIAN COORDINATES (ANGSTROEM)
N: 0.0839 -2.5767 -2.1532
C: 0.0452 -1.2700 -1.6612
C: -0.3915 -1.0190 -0.3221
C: -0.6644 0.3485 0.0716
C: -0.2366 0.8884 1.2300
C: 0.0356 2.3382 1.3491
H: 1.0101 -2.9771 -2.2390
H: -0.5706 -2.9203 -1.4521
H: 0.9723 -0.7499 -0.9335
H: -0.1980 -1.5907 0.5992
H: -0.8721 1.0392 -0.7423
H: 0.3442 0.3104 1.9559
H: 1.1228 2.5086 1.2515
H: -0.1670 2.6830 2.3617
H: -0.5139 2.9873 0.6842

## Properties
multiplicity = 2
net charge = +1
highest occupied orbital energy (alpha / beta) = -14.00 / -14.81 eV
LUMO (alpha / beta) = -0.2044 / -0.2430 Ha

=====

The least stable of them is (iii).